w:
{"formula": "C7H9N", "method": "ωB97M-V/def2-TZVPD", "total_charge": 0, "molar_mass_g_mol": 107.156, "smiles": "C1[C@@H]2[C@H]1[C@H]1[C@H]3N[C@H]3[C@H]21", "homo_lumo_gap_ev": 9.001, "symbols": ["C", "C", "C", "C", "C", "N", "C", "C", "H", "H", "H", "H", "H", "H", "H", "H", "H"], "positions_angstrom": [[1.081, -2.224, -0.117], [0.181, -1.429, 0.970], [-0.239, -1.704, -0.444], [-0.169, -0.024, -0.718], [-0.397, 1.480, -1.032], [-0.804, 2.261, 0.077], [0.420, 1.692, 0.344], [-0.104, 0.036, 0.711], [2.001, -1.722, -0.305], [1.219, -3.211, 0.320], [-0.334, -1.874, 1.732], [-1.020, -2.578, -0.150], [0.869, 0.051, -1.332], [-0.178, 2.017, -1.862], [-1.637, 1.943, 0.761], [1.188, 2.360, 0.621], [-1.116, 0.228, 1.389]]}


x:
{"formula": "C7H9N", "method": "ωB97M-V/def2-TZVPD", "total_charge": 0, "molar_mass_g_mol": 107.156, "smiles": "CNc1ccccc1", "homo_lumo_gap_ev": 8.589, "symbols": ["C", "N", "C", "C", "C", "C", "C", "C", "H", "H", "H", "H", "H", "H", "H", "H", "H"], "positions_angstrom": [[-0.622, -1.798, -1.924], [-0.966, -1.227, -0.646], [-0.307, -0.223, 0.023], [0.770, 0.483, -0.533], [1.380, 1.503, 0.180], [1.029, 1.794, 1.487], [-0.026, 1.074, 2.038], [-0.703, 0.106, 1.327], [-1.402, -1.605, -2.676], [-0.556, -2.882, -1.853], [0.311, -1.382, -2.285], [-1.721, -1.667, -0.151], [1.075, 0.302, -1.555], [2.209, 2.016, -0.295], [1.480, 2.581, 2.074], [-0.398, 1.331, 3.025], [-1.552, -0.406, 1.766]]}


y:
{"formula": "C7H9N", "method": "ωB97M-V/def2-TZVPD", "total_charge": 0, "molar_mass_g_mol": 107.156, "smiles": "CNc1ccccc1", "homo_lumo_gap_ev": 9.137, "symbols": ["C", "N", "C", "C", "C", "C", "C", "C", "H", "H", "H", "H", "H", "H", "H", "H", "H"], "positions_angstrom": [[2.415, 0.852, -0.614], [1.796, -0.194, 0.067], [0.335, -0.278, 0.128], [-0.350, -0.263, -1.081], [-1.763, -0.357, -0.978], [-2.437, -0.358, 0.190], [-1.628, -0.343, 1.320], [-0.275, -0.257, 1.334], [2.049, 0.661, -1.480], [1.908, 1.849, -0.114], [3.667, 0.779, -0.542], [2.206, -0.477, 0.890], [0.152, -0.328, -2.026], [-2.314, -0.308, -1.913], [-3.655, -0.295, 0.172], [-2.397, -0.217, 2.380], [0.291, -0.466, 2.265]]}


Relative to the most stable one, in kcal/mol, the structures come out at w 223.3; x 0.0; y 66.0.


w:
{"formula": "C7H9N", "method": "ωB97M-V/def2-TZVPD", "total_charge": 0, "molar_mass_g_mol": 107.156, "smiles": "CNc1ccccc1", "homo_lumo_gap_ev": 8.707, "symbols": ["C", "N", "C", "C", "C", "C", "C", "C", "H", "H", "H", "H", "H", "H", "H", "H", "H"], "positions_angstrom": [[2.151, 0.879, 1.280], [0.743, 0.586, 1.431], [-0.032, 0.080, 0.406], [0.340, 0.269, -0.929], [-0.511, -0.121, -1.953], [-1.737, -0.730, -1.654], [-2.069, -0.977, -0.325], [-1.248, -0.544, 0.700], [2.637, 0.716, 2.235], [2.320, 1.919, 0.972], [2.650, 0.227, 0.556], [0.474, 0.418, 2.385], [1.316, 0.675, -1.187], [-0.264, -0.001, -2.996], [-2.315, -1.069, -2.493], [-2.969, -1.561, -0.161], [-1.485, -0.765, 1.731]]}


x:
{"formula": "C7H9N", "method": "ωB97M-V/def2-TZVPD", "total_charge": 0, "molar_mass_g_mol": 107.156, "smiles": "c1ccncc1.C=C", "homo_lumo_gap_ev": 10.494, "symbols": ["C", "C", "C", "N", "C", "C", "H", "H", "H", "H", "H", "C", "C", "H", "H", "H", "H"], "positions_angstrom": [[0.970, -0.517, 1.297], [0.828, 0.742, 1.041], [0.811, 1.395, -0.133], [0.983, 0.721, -1.286], [1.065, -0.640, -1.040], [1.229, -1.274, 0.150], [1.135, -1.006, 2.196], [0.611, 1.447, 1.961], [0.715, 2.420, -0.334], [0.738, -1.155, -2.057], [1.238, -2.383, 0.215], [-2.301, -0.734, -0.286], [-2.715, 0.458, 0.144], [-1.917, -1.236, -1.209], [-2.518, -1.653, 0.474], [-2.860, 1.336, -0.462], [-3.337, 0.602, 1.175]]}


Relative to the most stable one, in kcal/mol, the structures come out at w 0.0; x 75.8.


w:
{"formula": "C7H9N", "method": "ωB97M-V/def2-TZVPD", "total_charge": 0, "molar_mass_g_mol": 107.156, "smiles": "CNc1ccccc1", "homo_lumo_gap_ev": 8.962, "symbols": ["C", "N", "C", "C", "C", "C", "C", "C", "H", "H", "H", "H", "H", "H", "H", "H", "H"], "positions_angstrom": [[2.845, 0.268, -0.418], [1.716, -0.657, -0.482], [0.433, -0.281, -0.100], [-0.150, 0.905, -0.556], [-1.476, 1.183, -0.294], [-2.267, 0.280, 0.407], [-1.702, -0.890, 0.886], [-0.350, -1.131, 0.681], [3.706, -0.243, -0.838], [2.675, 1.183, -0.982], [3.083, 0.544, 0.618], [1.980, -1.559, -0.119], [0.449, 1.570, -1.165], [-1.947, 2.087, -0.663], [-3.318, 0.486, 0.569], [-2.270, -1.627, 1.438], [0.131, -1.933, 1.229]]}


x:
{"formula": "C7H9N", "method": "ωB97M-V/def2-TZVPD", "total_charge": 0, "molar_mass_g_mol": 107.156, "homo_lumo_gap_ev": 6.753, "symbols": ["C", "C", "C", "C", "C", "C", "C", "H", "H", "H", "H", "H", "H", "H", "H", "H", "N"], "positions_angstrom": [[-1.735, -0.003, -0.488], [-0.799, -1.100, 0.061], [0.775, -1.129, 0.100], [1.746, 0.027, -0.476], [1.261, 1.191, 0.201], [-1.220, 1.288, 0.174], [-0.052, -0.430, 1.017], [-2.733, -0.096, 0.018], [-1.700, -0.305, -1.698], [-1.128, -2.011, 0.327], [1.350, -2.077, 0.158], [1.503, 0.137, -1.579], [2.752, -0.439, -0.362], [1.608, 2.323, 0.158], [-1.502, 2.126, -0.327], [-0.143, -0.391, 2.206], [0.018, 0.890, 0.509]]}


y:
{"formula": "C7H9N", "method": "ωB97M-V/def2-TZVPD", "total_charge": 0, "molar_mass_g_mol": 107.156, "homo_lumo_gap_ev": 10.511, "symbols": ["C", "C", "C", "C", "C", "C", "C", "H", "H", "H", "H", "H", "H", "H", "H", "H", "N"], "positions_angstrom": [[1.544, 1.772, 0.161], [0.617, 1.235, -0.578], [0.035, -0.222, -0.172], [-0.838, -0.344, 1.004], [-1.998, -0.218, 0.040], [1.090, -1.280, -0.080], [1.918, -2.118, -0.203], [1.861, 2.756, 0.000], [2.007, 1.288, 1.045], [0.324, 1.539, -1.526], [-0.969, 0.343, 1.789], [-0.839, -1.434, 1.360], [-2.370, 0.800, 0.045], [-2.862, -0.867, 0.133], [-1.162, 0.123, -1.838], [2.772, -2.769, -0.106], [-1.129, -0.605, -1.074]]}


z:
{"formula": "C7H9N", "method": "ωB97M-V/def2-TZVPD", "total_charge": 0, "molar_mass_g_mol": 107.156, "smiles": "c1ccncc1.C=C", "homo_lumo_gap_ev": 10.431, "symbols": ["C", "C", "C", "N", "C", "C", "H", "H", "H", "H", "H", "C", "C", "H", "H", "H", "H"], "positions_angstrom": [[-0.880, 1.284, 2.271], [0.096, 0.439, 1.735], [0.407, 0.615, 0.394], [-0.082, 1.530, -0.467], [-0.893, 2.422, 0.091], [-1.220, 2.416, 1.478], [-1.202, 1.241, 3.379], [0.582, -0.419, 2.259], [1.149, -0.108, -0.066], [-1.431, 3.067, -0.594], [-1.963, 3.183, 1.721], [1.151, -2.678, -2.640], [0.660, -2.724, -1.494], [0.823, -1.908, -3.320], [2.177, -3.148, -2.918], [-0.133, -1.921, -1.371], [0.759, -3.289, -0.459]]}


Relative to the most stable one, in kcal/mol, the structures come out at w 0.0; x 170.8; y 103.5; z 55.0.


w:
{"formula": "C4H6NO2", "method": "ωB97M-V/def2-TZVPD", "total_charge": 1, "molar_mass_g_mol": 100.097, "homo_lumo_gap_ev": [5.913, 5.907], "symbols": ["C", "C", "C", "C", "N", "O", "O", "H", "H", "H", "H", "H", "H"], "positions_angstrom": [[1.556, 0.953, -0.020], [2.441, -0.220, -0.093], [3.728, -0.163, 0.016], [-1.756, -0.496, -0.013], [-0.321, -0.505, -0.082], [4.871, -0.196, 0.008], [0.242, 0.636, 0.242], [1.930, 1.666, 0.661], [1.581, 1.640, -0.791], [1.979, -1.165, -0.390], [-2.007, -1.519, 0.165], [-2.027, -0.453, -1.201], [-2.128, 0.401, 0.503]]}


x:
{"formula": "C4H6NO2", "method": "ωB97M-V/def2-TZVPD", "total_charge": 1, "molar_mass_g_mol": 100.097, "homo_lumo_gap_ev": 10.084, "symbols": ["C", "C", "C", "C", "N", "O", "O", "H", "H", "H", "H", "H", "H"], "positions_angstrom": [[-2.169, -1.659, 0.624], [0.264, -0.492, -1.457], [0.292, 1.716, 0.635], [1.203, -0.353, -0.403], [-1.317, -1.150, 0.047], [-0.293, -0.633, -2.404], [0.840, 0.353, 0.727], [-2.845, -2.457, 0.971], [-0.103, 1.830, 1.709], [-0.629, 1.836, 0.125], [1.028, 2.385, 0.205], [1.609, -1.376, 0.176], [2.119, 0.000, -0.954]]}


Relative to the most stable one, in kcal/mol, the structures come out at w 49.3; x 0.0.


w:
{"formula": "C6H4N2", "method": "ωB97M-V/def2-TZVPD", "total_charge": 0, "molar_mass_g_mol": 104.112, "smiles": "C1=CC2=NC=CC2=N1", "homo_lumo_gap_ev": 6.794, "symbols": ["C", "C", "C", "N", "C", "C", "C", "N", "H", "H", "H", "H"], "positions_angstrom": [[1.207, -1.036, 1.353], [1.017, -1.529, 0.108], [-0.138, -0.659, -0.586], [-0.550, -0.098, -1.772], [-1.115, 1.167, -1.323], [-1.078, 1.398, 0.057], [-0.453, 0.260, 0.581], [0.419, 0.204, 1.551], [1.852, -1.255, 2.221], [1.822, -2.334, -0.315], [-1.510, 1.612, -2.212], [-1.474, 2.270, 0.336]]}


x:
{"formula": "C6H4N2", "method": "ωB97M-V/def2-TZVPD", "total_charge": 0, "molar_mass_g_mol": 104.112, "smiles": "C=C=C=C.N#CC#N", "homo_lumo_gap_ev": [7.539, 7.533], "symbols": ["C", "C", "C", "C", "H", "H", "H", "H", "N", "C", "C", "N"], "positions_angstrom": [[-1.518, 1.355, 1.079], [-0.717, 0.615, 0.366], [-0.357, -0.521, -0.255], [-1.026, -1.363, -1.048], [-1.919, 1.025, 2.030], [-1.829, 2.346, 0.775], [-1.030, -2.432, -0.900], [-1.794, -1.045, -1.739], [3.242, 1.412, -0.866], [2.460, 0.723, -0.362], [1.967, -0.640, 0.147], [2.520, -1.475, 0.773]]}


Relative to the most stable one, in kcal/mol, the structures come out at w 0.0; x 54.0.


w:
{"formula": "C5H14N2O2", "method": "ωB97M-V/def2-TZVPD", "total_charge": 0, "molar_mass_g_mol": 134.179, "smiles": "CN(O)C(N)=O.CCC", "homo_lumo_gap_ev": 8.668, "symbols": ["C", "N", "O", "C", "N", "O", "H", "H", "H", "H", "H", "H", "C", "C", "C", "H", "H", "H", "H", "H", "H", "H", "H"], "positions_angstrom": [[-1.752, 1.324, 1.026], [-1.405, 0.584, -0.180], [-2.249, 0.960, -1.271], [-1.175, -0.929, -0.018], [-1.469, -1.622, -1.161], [-0.966, -1.391, 1.079], [-1.186, 0.882, 1.842], [-2.822, 1.283, 1.230], [-1.439, 2.361, 0.900], [-1.755, 1.628, -1.768], [-1.778, -2.567, -1.004], [-1.980, -1.144, -1.886], [1.887, 0.518, 1.191], [1.397, 0.151, -0.204], [2.087, -1.100, -0.725], [1.387, 1.409, 1.577], [2.961, 0.725, 1.190], [1.692, -0.294, 1.894], [1.611, 0.976, -0.901], [0.133, 0.518, -0.259], [1.675, -1.422, -1.681], [3.160, -0.922, -0.850], [1.986, -1.928, -0.021]]}


x:
{"formula": "C5H14N2O2", "method": "ωB97M-V/def2-TZVPD", "total_charge": 0, "molar_mass_g_mol": 134.179, "homo_lumo_gap_ev": 8.848, "symbols": ["C", "C", "O", "H", "H", "H", "H", "H", "H", "C", "C", "N", "C", "N", "O", "H", "H", "H", "H", "H", "H", "H", "H"], "positions_angstrom": [[1.360, -1.117, -0.163], [2.105, -0.736, -1.396], [1.042, 0.901, 1.235], [1.359, 0.637, 2.115], [0.941, -2.115, -0.132], [1.940, -1.058, 0.749], [2.483, 0.286, -1.341], [2.969, -1.408, -1.495], [1.486, -0.825, -2.289], [-1.521, -1.355, -0.341], [-1.164, 1.953, 1.224], [-0.446, -0.381, -0.344], [-0.487, 0.589, 1.307], [-0.540, 0.566, -1.402], [-0.795, -0.154, 2.251], [0.147, 1.289, -1.204], [-1.480, 0.960, -1.462], [-1.611, -1.738, 0.675], [-2.500, -0.949, -0.629], [-1.274, -2.193, -0.997], [-0.686, 2.607, 0.494], [-1.116, 2.445, 2.195], [-2.211, 1.796, 0.953]]}


Relative to the most stable one, in kcal/mol, the structures come out at w 0.0; x 24.9.